1.
Density functional theory data (ωB97M-V with the def2-TZVPD basis set) for a structure of composition C48H55N5O3P2S2Sr.

CARTESIAN COORDINATES (ANGSTROEM)
Sr1 -0.20 -0.65 1.01
N1 -2.69 -1.04 1.91
C1 -3.18 -0.61 3.24
C2 -2.48 -1.25 4.42
C3 -1.07 -0.74 4.65
N2 -0.10 -1.15 3.62
H1 -3.38 -0.77 1.20
H2 -2.67 -2.06 1.87
H3 -4.28 -0.78 3.33
H4 -3.08 0.49 3.31
H5 -2.55 -2.35 4.36
H6 -3.09 -0.99 5.32
H7 -0.70 -1.02 5.66
H8 -1.09 0.37 4.66
H9 -0.08 -2.17 3.59
H10 0.85 -0.89 3.90
C4 -2.55 2.58 -0.05
N3 -1.36 2.19 -0.80
P1 0.28 2.38 0.02
C5 0.33 4.09 0.41
C6 1.01 4.48 1.57
C7 1.22 5.82 1.82
C8 0.70 6.77 0.95
C9 -0.04 6.40 -0.14
C10 -0.21 5.05 -0.45
C11 1.65 2.14 -1.10
C12 2.17 0.73 -1.11
C13 3.25 0.34 -2.23
C14 3.51 1.48 -3.18
C15 2.95 2.72 -3.07
C16 2.03 3.09 -2.03
P2 -1.50 0.91 -2.07
C17 -0.44 1.21 -3.51
C18 0.05 0.13 -4.25
C19 0.77 0.36 -5.41
C20 0.95 1.65 -5.86
C21 0.46 2.72 -5.14
C22 -0.24 2.51 -3.97
C23 -3.01 1.42 -2.88
C24 -3.27 2.76 -3.15
C25 -4.28 3.09 -4.04
C26 -5.00 2.09 -4.67
C27 -4.74 0.76 -4.43
C28 -3.73 0.42 -3.53
H11 -2.43 3.60 0.34
H12 -2.74 1.94 0.84
H13 -3.45 2.54 -0.68
H14 1.38 3.70 2.23
H15 1.84 6.13 2.67
H16 0.92 7.83 1.14
H17 -0.47 7.17 -0.80
H18 -0.74 4.74 -1.38
H19 2.81 0.69 -0.17
H20 4.25 0.07 -1.75
H21 4.27 1.30 -3.98
H22 3.17 3.48 -3.83
H23 1.60 4.11 -1.96
H24 -0.02 -0.87 -3.83
H25 1.18 -0.49 -5.96
H26 1.51 1.84 -6.79
H27 0.62 3.75 -5.46
H28 -0.60 3.36 -3.36
H29 -2.65 3.52 -2.66
H30 -4.47 4.14 -4.26
H31 -5.80 2.36 -5.37
H32 -5.30 -0.04 -4.94
H33 -3.45 -0.62 -3.37
C29 -3.23 -3.76 -4.89
C30 -3.25 -3.39 -3.44
C31 -4.38 -3.17 -2.69
C32 -4.25 -2.74 -1.36
N4 -3.03 -2.53 -0.80
C33 -1.91 -2.82 -1.46
S1 -0.28 -2.93 -0.82
N5 -2.03 -3.17 -2.79
C34 -5.42 -2.49 -0.46
H34 -4.17 -3.41 -5.37
H35 -3.20 -4.86 -5.02
H36 -2.36 -3.33 -5.42
H37 -5.38 -3.32 -3.14
H38 -1.18 -3.46 -3.23
H39 -6.13 -1.79 -0.90
H40 -5.08 -2.09 0.52
H41 -5.95 -3.44 -0.26
O1 1.09 -0.12 -0.96
O2 2.81 -0.74 -2.91
O3 2.11 -1.09 1.76
S2 3.12 -1.78 0.90
C35 3.55 -3.38 1.81
C36 2.66 -3.72 2.96
C37 1.38 -4.23 2.72
C38 0.56 -4.63 3.76
C39 0.94 -4.42 5.07
C40 2.14 -3.77 5.35
C41 2.99 -3.45 4.29
C42 4.60 -0.72 1.32
C43 4.81 -0.55 2.78
C44 3.90 0.13 3.60
C45 4.10 0.15 4.98
C46 5.22 -0.41 5.55
C47 6.16 -1.03 4.72
C48 5.93 -1.13 3.37
H42 4.62 -3.34 2.08
H43 3.41 -4.13 1.01
H44 0.98 -4.33 1.71
H45 -0.39 -5.14 3.54
H46 0.30 -4.80 5.89
H47 2.39 -3.51 6.38
H48 3.95 -2.97 4.53
H49 4.32 0.24 0.84
H50 5.48 -1.14 0.81
H51 3.04 0.63 3.16
H52 3.36 0.67 5.61
H53 5.37 -0.36 6.63
H54 7.07 -1.46 5.15
H55 6.65 -1.67 2.72

Computed properties:
LUMO (alpha / beta): -5.32 / -7.43 eV
molar mass: 963.70 g mol⁻¹
total charge: +2
HOMO-LUMO gap (alpha / beta): 0.258 / 0.180 Ha
E_HOMO (alpha / beta): -12.35 / -12.34 eV

---

2.
Density functional theory data (ωB97M-V with the def2-TZVPD basis set) for a structure of composition C48H56BCaN14OS2Si2.

CARTESIAN COORDINATES (ANGSTROEM)
Ca1 0.76 0.28 0.66
C1 -1.20 2.77 3.85
C2 -0.89 2.48 2.52
N1 -0.43 1.23 2.38
N2 -0.44 0.70 3.64
C3 -0.90 1.60 4.52
B1 -0.08 -0.78 3.98
N3 1.08 -1.35 3.10
C4 2.31 -1.70 3.54
C5 3.02 -2.23 2.48
C6 2.13 -2.17 1.40
N4 0.96 -1.64 1.78
N5 -1.35 -1.66 3.79
C7 -1.51 -2.91 4.28
C8 -2.78 -3.34 3.95
C9 -3.33 -2.25 3.25
N6 -2.47 -1.24 3.15
H1 -1.59 3.69 4.27
H2 -0.97 3.13 1.65
H3 -0.98 1.35 5.57
H4 0.28 -0.83 5.13
H5 2.60 -1.52 4.57
H6 4.04 -2.59 2.49
H7 2.28 -2.46 0.37
H8 -0.71 -3.41 4.81
H9 -3.24 -4.29 4.20
H10 -4.32 -2.16 2.81
S1 6.01 2.14 5.42
C10 5.41 2.43 7.01
C11 4.06 2.29 7.04
C12 3.50 1.94 5.78
C13 4.44 1.82 4.77
C14 4.27 1.50 3.36
C15 3.01 1.32 2.84
N7 2.71 0.99 1.58
C16 3.78 0.79 0.67
C17 5.14 1.03 1.11
C18 6.20 0.89 0.13
C19 5.94 0.54 -1.14
C20 4.59 0.26 -1.60
C21 4.29 -0.10 -2.88
C22 2.92 -0.39 -3.28
C23 1.98 -0.32 -2.27
N8 2.21 0.02 -1.01
C24 3.53 0.37 -0.62
C25 2.51 -0.72 -4.63
C26 1.25 -0.93 -5.17
C27 1.26 -1.20 -6.57
C28 2.50 -1.21 -7.11
S2 3.68 -0.88 -5.90
C29 5.37 1.36 2.42
H11 6.09 2.69 7.81
H12 3.47 2.44 7.94
H13 2.44 1.76 5.62
H14 2.15 1.48 3.49
H15 7.22 1.07 0.46
H16 6.75 0.44 -1.86
H17 5.10 -0.18 -3.61
H18 0.94 -0.59 -2.50
H19 0.34 -0.87 -4.58
H20 0.36 -1.38 -7.16
H21 2.81 -1.37 -8.14
H22 6.39 1.52 2.76
C30 -4.90 0.46 0.55
Si1 -3.57 0.11 -0.70
C31 -2.31 -1.05 -0.03
C32 -4.30 -0.50 -2.29
N9 -2.83 1.71 -1.08
C33 -3.55 2.86 -1.45
C34 -4.90 3.05 -1.70
C35 -5.32 4.32 -2.08
C36 -4.41 5.37 -2.20
C37 -3.06 5.18 -1.94
C38 -2.65 3.92 -1.57
N10 -1.36 3.41 -1.27
Si2 0.15 4.41 -1.38
C39 -0.12 5.86 -0.25
C40 0.25 4.93 -3.16
C41 1.65 3.47 -0.89
H23 -4.90 -0.31 1.33
H24 -5.90 0.49 0.10
H25 -4.71 1.42 1.04
H26 -2.79 -2.01 0.20
H27 -1.90 -0.66 0.90
H28 -1.50 -1.22 -0.75
H29 -5.12 -1.19 -2.10
H30 -3.54 -1.02 -2.89
H31 -4.68 0.33 -2.89
H32 -5.61 2.23 -1.60
H33 -6.37 4.49 -2.29
H34 -4.77 6.35 -2.51
H35 -2.36 6.01 -2.02
H36 -1.16 5.92 0.10
H37 0.12 6.80 -0.76
H38 0.53 5.77 0.63
H39 -0.74 5.14 -3.59
H40 0.71 4.13 -3.75
H41 0.86 5.83 -3.26
H42 1.59 3.11 0.14
H43 2.52 4.13 -0.96
H44 1.82 2.61 -1.54
C42 -0.19 -3.59 -2.66
N11 0.81 -3.57 -1.59
C43 0.33 -4.42 -0.48
N12 0.06 -5.81 -0.92
C44 -0.92 -5.76 -2.01
N13 -0.47 -4.95 -3.15
C45 0.80 -5.52 -3.64
N14 1.83 -5.55 -2.60
C46 2.05 -4.17 -2.12
C47 1.32 -6.35 -1.47
H45 0.17 -2.99 -3.50
H46 -1.12 -3.16 -2.29
H47 -0.59 -3.99 -0.08
H48 1.07 -4.44 0.31
H49 -1.85 -5.34 -1.62
H50 -1.11 -6.78 -2.36
H51 1.16 -4.92 -4.48
H52 0.62 -6.53 -3.99
H53 2.41 -3.55 -2.95
H54 2.81 -4.18 -1.33
H55 2.07 -6.36 -0.68
H56 1.15 -7.37 -1.81
O1 -0.58 1.29 -0.69
C48 -1.50 2.07 -0.98

Computed properties:
LUMO (alpha / beta): 2.00 / 2.00 eV
molar mass: 1016.27 g mol⁻¹
total charge: -1
HOMO-LUMO gap (alpha / beta): 0.133 / 0.133 Ha
E_HOMO (alpha / beta): -1.61 / -1.62 eV

---

3.
Density functional theory data (ωB97M-V with the def2-TZVPD basis set) for a cluster of 10 separate species, C48H56N8O2 in total.

CARTESIAN COORDINATES (ANGSTROEM)
C1 -1.75 6.34 -1.01
C2 -0.82 6.82 -1.94
C3 0.50 6.30 -1.95
N1 0.92 5.39 -1.05
C4 -0.02 4.92 -0.13
C5 -1.31 5.40 -0.06
H1 -2.76 6.72 -1.03
H2 -1.16 7.59 -2.62
H3 1.24 6.53 -2.70
H4 0.34 4.18 0.56
H5 -1.92 4.99 0.73
C6 1.89 2.28 -4.54
C7 1.21 3.39 -4.01
C8 -0.07 3.24 -3.49
N2 -0.66 2.02 -3.36
C9 0.01 0.97 -3.94
C10 1.29 1.01 -4.49
H6 2.89 2.36 -4.94
H7 1.70 4.36 -4.01
H8 -0.58 4.11 -3.10
H9 -0.58 0.07 -3.86
H10 1.82 0.15 -4.86
C11 -2.36 2.00 5.27
C12 -1.41 2.98 5.32
C13 -1.45 3.98 4.32
N3 -2.36 3.97 3.30
C14 -3.27 2.98 3.33
C15 -3.37 2.01 4.34
H11 -2.36 1.35 6.13
H12 -0.65 2.95 6.10
H13 -0.62 4.65 4.17
H14 -3.95 2.94 2.49
H15 -4.07 1.19 4.30
C16 -1.32 -1.47 6.33
C17 -0.86 -1.98 5.15
C18 0.38 -1.49 4.65
N4 1.07 -0.45 5.25
C19 0.53 0.09 6.35
C20 -0.67 -0.39 6.92
H16 -2.27 -1.75 6.75
H17 -1.43 -2.71 4.60
H18 0.77 -1.76 3.68
H19 1.07 0.94 6.75
H20 -1.10 0.17 7.73
C21 -1.31 -6.50 1.73
C22 -1.46 -6.36 3.11
C23 -0.71 -5.33 3.68
N5 0.06 -4.43 3.01
C24 0.24 -4.72 1.70
C25 -0.45 -5.77 1.02
H21 -1.89 -7.26 1.23
H22 -2.14 -7.02 3.62
H23 -0.83 -5.09 4.72
H24 0.76 -3.98 1.10
H25 -0.40 -5.95 -0.04
C26 5.89 1.38 0.90
C27 5.22 0.18 0.99
C28 4.30 -0.13 -0.03
N6 4.22 0.64 -1.16
C29 4.95 1.78 -1.23
C30 5.75 2.19 -0.22
H26 6.49 1.65 1.75
H27 5.30 -0.40 1.90
H28 3.61 -0.96 0.13
H29 4.81 2.41 -2.10
H30 6.36 3.09 -0.18
C31 4.24 -3.75 -2.73
C32 4.46 -5.09 -2.39
C33 3.57 -5.72 -1.53
N7 2.51 -5.03 -0.95
C34 2.40 -3.71 -1.25
C35 3.15 -3.05 -2.18
H31 4.89 -3.23 -3.41
H32 5.27 -5.65 -2.83
H33 3.74 -6.75 -1.25
H34 1.47 -3.23 -0.97
H35 2.85 -2.06 -2.48
C36 -0.58 1.34 0.98
C37 0.19 1.33 -0.22
C38 0.68 0.07 -0.68
N8 0.24 -1.09 -0.12
C39 -0.57 -1.08 0.95
C40 -0.97 0.12 1.57
H36 -0.78 2.34 1.34
H37 0.59 2.23 -0.67
H38 1.39 -0.05 -1.48
H39 -0.88 -1.98 1.46
H40 -1.63 0.18 2.42
C41 -3.84 2.56 -2.10
C42 -4.70 3.51 -1.31
C43 -5.09 2.72 -0.17
O1 -3.93 1.91 0.12
C44 -3.03 1.92 -1.02
H41 -3.30 3.01 -2.93
H42 -4.48 1.80 -2.54
H43 -5.55 3.97 -1.82
H44 -4.07 4.35 -1.01
H45 -6.02 2.21 -0.43
H46 -5.42 3.40 0.61
H47 -2.72 0.91 -1.31
H48 -2.19 2.59 -0.83
C45 -0.66 -4.28 -3.08
C46 -0.18 -4.75 -4.48
C47 0.63 -3.59 -5.01
O2 -0.24 -2.52 -4.54
C48 -0.79 -2.82 -3.29
H49 0.07 -4.50 -2.31
H50 -1.62 -4.72 -2.81
H51 -1.01 -4.99 -5.15
H52 0.33 -5.71 -4.53
H53 0.75 -3.65 -6.09
H54 1.65 -3.55 -4.62
H55 -1.82 -2.50 -3.40
H56 -0.27 -2.21 -2.56

Computed properties:
LUMO: 0.78 eV
molar mass: 777.03 g mol⁻¹
structure (SMILES): c1ccncc1.c1ccncc1.c1ccncc1.c1ccncc1.c1ccncc1.c1ccncc1.c1ccncc1.c1ccncc1.C1CCOC1.C1CCOC1
HOMO-LUMO gap: 0.360 Ha
E_HOMO: -9.01 eV

---

4.
Density functional theory data (ωB97M-V with the def2-TZVPD basis set) for a structure of composition C48H57BrF4N6O6P2W.

CARTESIAN COORDINATES (ANGSTROEM)
W1 -0.72 -0.93 -0.12
F1 0.78 5.37 -6.72
C1 0.97 4.63 -5.63
C2 2.02 3.76 -5.75
F2 2.81 3.79 -6.78
C3 2.31 2.82 -4.72
F3 3.29 1.96 -5.01
C4 1.43 2.66 -3.66
P1 1.54 1.41 -2.43
C5 2.89 1.94 -1.28
C6 2.44 2.44 -0.05
C7 3.33 2.89 0.91
C8 4.70 2.80 0.63
C9 5.17 2.32 -0.59
C10 4.27 1.85 -1.54
C11 2.08 0.03 -3.38
C12 3.07 -0.78 -2.93
C13 3.39 -1.95 -3.63
C14 2.55 -2.35 -4.70
C15 1.49 -1.57 -5.12
C16 1.22 -0.37 -4.45
C17 0.31 3.56 -3.61
Br1 -0.77 3.63 -2.08
C18 0.06 4.53 -4.57
F4 -0.96 5.34 -4.31
H1 1.39 2.39 0.26
H2 3.01 3.32 1.82
H3 5.36 3.26 1.32
H4 6.24 2.15 -0.61
H5 4.61 1.44 -2.46
H6 3.70 -0.61 -2.03
H7 4.19 -2.54 -3.38
H8 2.76 -3.33 -5.17
H9 0.91 -1.93 -5.94
H10 0.35 0.13 -4.76
O1 1.91 0.40 2.57
H11 2.54 1.03 2.17
H12 1.95 0.51 3.50
O2 -0.25 -2.00 -2.16
H13 0.21 -1.45 -2.94
H14 0.24 -2.87 -2.11
C19 3.26 -3.66 -0.66
O3 1.78 -3.26 -0.46
P2 1.46 -2.01 0.57
O4 1.51 -2.63 2.01
C20 1.81 -3.91 2.51
O5 2.72 -1.09 0.24
C21 3.91 -0.88 1.03
H15 3.69 -4.02 0.29
H16 3.77 -2.82 -1.13
H17 3.24 -4.54 -1.29
H18 0.97 -4.33 3.03
H19 2.67 -3.80 3.23
H20 2.21 -4.60 1.74
H21 4.30 0.09 0.88
H22 4.72 -1.59 0.57
H23 3.71 -1.00 2.09
C22 -3.85 -3.69 0.21
C23 -3.02 -2.75 1.05
C24 -3.85 -1.42 1.16
C25 -1.70 -2.47 0.34
C26 -2.89 -3.47 2.43
C27 -1.84 -4.35 2.57
C28 -1.55 -4.92 3.86
C29 -2.41 -4.56 4.89
C30 -3.52 -3.77 4.73
C31 -3.74 -3.21 3.50
H24 -3.99 -3.27 -0.78
H25 -4.83 -3.97 0.61
H26 -3.42 -4.70 0.03
H27 -4.71 -1.43 1.76
H28 -4.15 -1.07 0.19
H29 -3.34 -0.56 1.64
H30 -1.36 -3.38 -0.09
H31 -1.23 -4.69 1.70
H32 -0.71 -5.65 3.98
H33 -2.20 -5.04 5.85
H34 -3.96 -3.56 5.66
H35 -4.56 -2.54 3.34
C32 -0.78 -1.14 3.61
C33 -0.95 0.17 2.94
N1 -0.94 0.28 1.61
C34 -1.03 1.65 1.36
C35 -1.19 2.30 2.50
N2 -1.13 1.40 3.49
C36 -1.10 1.75 4.89
N3 0.26 2.20 5.18
N4 1.22 1.26 5.30
N5 2.42 1.79 5.35
C37 2.20 3.18 5.18
C38 3.22 4.15 5.01
C39 2.78 5.44 4.68
C40 1.39 5.68 4.44
C41 0.43 4.69 4.57
C42 0.88 3.42 5.01
H36 -0.41 -1.84 2.89
H37 -1.74 -1.57 4.10
H38 -0.02 -1.03 4.39
H39 -1.26 2.00 0.37
H40 -1.42 3.36 2.58
H41 -1.23 0.79 5.42
H42 -1.77 2.52 5.15
H43 4.27 3.88 5.27
H44 3.58 6.13 4.64
H45 1.11 6.59 3.96
H46 -0.57 4.86 4.50
O6 -2.15 0.24 -1.23
C43 -3.02 0.18 -2.15
C44 -3.95 1.35 -2.44
C45 -3.95 1.76 -3.92
C46 -4.89 0.91 -4.84
C47 -4.41 -0.47 -5.01
C48 -4.11 -1.32 -3.78
N6 -3.03 -0.93 -2.89
H47 -3.63 2.21 -1.85
H48 -4.97 1.03 -2.15
H49 -2.92 1.73 -4.31
H50 -4.25 2.84 -4.08
H51 -4.84 1.38 -5.85
H52 -5.93 0.96 -4.52
H53 -3.49 -0.53 -5.61
H54 -5.25 -1.06 -5.49
H55 -3.84 -2.33 -4.09
H56 -5.03 -1.44 -3.30
H57 -2.25 -1.59 -2.73

Computed properties:
spin multiplicity: 3
LUMO (alpha / beta): -4.33 / -4.82 eV
molar mass: 1215.70 g mol⁻¹
<S²>: 2.0550
total charge: +2
HOMO-LUMO gap (alpha / beta): 0.303 / 0.295 Ha
E_HOMO (alpha / beta): -12.57 / -12.85 eV

---

For reference, strongest force on any atom by record: 2.5, 1.8, 3.3, 3.3 eV Å⁻¹.